{"formula": "C46H22F15GaGeN4O2S", "method": "wB97M-V/def2-TZVPD", "spin_multiplicity": 1, "e_homo_ev": -7.62, "energy_ha": -8033.47339, "orbital_gap_ha": 0.2494, "lumo_ev": -0.84, "charge": 0, "symbols": ["H", "C", "C", "H", "C", "H", "F", "C", "C", "C", "H", "H", "C", "C", "C", "C", "C", "C", "C", "C", "H", "N", "C", "H", "C", "F", "C", "F", "H", "C", "H", "F", "N", "C", "C", "C", "H", "F", "C", "C", "H", "C", "C", "F", "F", "C", "C", "C", "H", "C", "F", "C", "C", "C", "N", "H", "C", "C", "H", "F", "F", "H", "F", "H", "Ge", "S", "O", "C", "C", "H", "Ga", "C", "C", "C", "F", "H", "C", "H", "O", "C", "C", "H", "C", "F", "H", "C", "C", "F", "N", "H", "C", "F"], "xyz": [[-0.506849, 5.952957, -5.225076], [-1.712274, 1.774407, 4.325760], [2.206162, 2.765487, 4.380339], [-2.629633, -7.534770, -2.349432], [4.375582, 1.777919, -0.113433], [5.818175, 3.116988, 0.735329], [2.394632, 1.741634, 5.234424], [-3.574167, -1.736963, -3.978780], [-3.552708, -5.822870, -3.252922], [3.125245, 1.659686, -0.703442], [-4.163169, -3.456108, -1.857955], [-0.602609, -8.900535, -2.668194], [-0.681003, 3.987738, -2.476859], [-2.952379, 1.657989, 4.950146], [2.769484, 4.013512, -0.437271], [-2.179703, -0.746531, -2.293317], [1.883701, -0.545717, 3.731625], [3.195590, -0.532889, 3.299921], [-3.051019, -0.645948, 4.262471], [2.307871, 2.768988, -0.847210], [4.382984, 5.116204, 0.439486], [-1.613649, -0.659051, -1.056756], [4.031658, 4.138510, 0.126044], [-1.391778, -1.499414, 0.783288], [-0.185190, 5.301622, -4.425176], [-1.076211, 2.949624, 4.366244], [1.565987, -1.460446, 4.715692], [2.151915, -3.238366, 6.169367], [2.595179, 3.748811, -3.267285], [-3.431272, -2.683138, -1.650403], [-3.039839, -3.324592, 0.345920], [-4.815528, 0.321157, 5.496461], [1.019769, 2.620657, -1.422115], [-1.751746, 0.250223, -3.216693], [-1.094722, 4.832936, -3.495645], [-1.111184, 0.702761, 3.678550], [0.958953, -8.343597, -2.023659], [0.317183, -1.484831, 5.205385], [-1.184889, -6.249835, -3.312677], [1.453814, 2.539790, 3.237660], [-0.556025, -7.825087, -1.246419], [1.562528, 4.064274, -3.316919], [-2.077386, -4.280317, -4.360915], [3.530677, 0.392768, 2.389252], [1.526874, 5.900035, 1.850199], [-0.072750, -8.064827, -2.199590], [1.750561, 4.872961, 2.667883], [-2.305777, 0.258357, -4.468735], [-0.006155, -4.817081, -4.377093], [-2.461352, -6.626759, -2.907264], [-3.689680, -1.818380, 4.229283], [3.808557, -2.304953, 4.776837], [-3.349920, -4.642106, -3.937590], [-3.087350, -1.747817, -2.652788], [-4.572710, -2.674612, -4.407117], [2.806543, 0.697145, -1.080295], [2.515205, 5.067310, 3.809983], [-1.004778, -5.084603, -4.057336], [-2.004115, 1.015970, -5.181901], [0.417220, 3.415526, 1.352600], [3.467517, 4.196917, 5.793786], [1.875519, 5.293695, -5.031298], [4.726625, -3.128540, 5.282255], [-1.403180, 3.632545, -1.747184], [0.693330, 0.751673, 2.823777], [0.794441, -0.020392, 0.783673], [-0.044696, -6.941325, -3.059107], [4.167635, -1.388298, 3.794447], [-3.242750, -0.738603, -4.831329], [-3.658685, -0.733030, -5.828890], [-0.121916, 1.150234, -1.076598], [1.149423, 4.927757, -4.318133], [1.222068, 3.615884, 2.410748], [-3.621914, 0.444928, 4.911764], [-1.245267, -1.532722, 3.038368], [2.137774, 4.884503, -0.567180], [-1.814621, -0.486523, 3.666652], [-2.141458, 5.096272, -3.565260], [-0.831743, 1.112017, -2.807861], [-1.905786, -1.586010, -0.167266], [-2.820794, -2.616540, -0.432176], [-1.920262, -3.373655, -4.930234], [2.740389, 4.008591, 4.685104], [-3.494692, 2.702678, 5.575678], [-4.554921, -6.122035, -2.976961], [2.497704, -2.349235, 5.239080], [4.834273, 3.015714, 0.302416], [5.420609, -1.344099, 3.341597], [-4.519931, -3.905386, -4.292568], [5.005157, 0.904514, -0.007711], [0.635319, 3.578292, -2.394427], [2.992304, 6.278377, 4.092950]], "forces_ev_per_angstrom": [[-0.01, 0.05, -0.02], [0.09, -0.37, -0.09], [-0.10, -0.17, -0.11], [0.04, -0.08, 0.02], [0.00, 0.02, -0.11], [0.07, -0.01, 0.07], [0.17, 0.41, 0.12], [-0.50, -1.06, 0.04], [0.52, -0.39, 0.19], [0.48, -0.12, 0.01], [0.09, 0.14, 0.09], [0.03, 0.02, 0.05], [-0.36, 0.28, -0.09], [0.25, 0.14, -0.13], [0.22, 0.27, 0.17], [0.33, 0.25, 0.33], [-0.07, -0.05, -0.10], [0.05, 0.06, 0.02], [-0.02, 0.01, 0.04], [-0.54, -0.25, -0.19], [-0.01, -0.06, -0.03], [-0.13, -0.03, -0.28], [-0.12, -0.02, 0.01], [-0.13, -0.07, -0.07], [0.11, 0.09, -0.07], [-0.32, 0.14, 0.18], [-0.11, 0.03, 0.00], [0.01, 0.07, 0.01], [0.02, -0.02, 0.05], [-0.11, -0.08, -0.15], [-0.07, -0.17, 0.14], [0.34, 0.04, -0.16], [-0.18, -0.12, 0.06], [0.11, 0.00, 0.29], [-0.13, -0.19, 0.07], [0.12, 0.21, -0.14], [0.09, -0.01, -0.01], [0.15, -0.22, 0.20], [0.10, -0.19, 0.12], [0.06, -0.27, 0.01], [0.06, 0.00, -0.05], [-0.14, 0.14, -0.20], [0.34, 0.02, -0.02], [0.39, -0.19, 0.02], [-0.06, 0.00, 0.00], [-0.50, -0.01, -0.03], [-0.08, -0.07, -0.07], [-0.10, -0.09, -0.26], [0.00, -0.07, 0.01], [-0.19, 0.19, -0.08], [0.07, 0.17, 0.00], [-0.04, 0.09, -0.04], [-0.23, 0.45, -0.06], [0.14, -0.07, 0.30], [-0.45, 0.09, 0.05], [-0.03, 0.03, 0.00], [-0.12, -0.17, 0.15], [0.07, 0.13, -0.06], [-0.02, -0.03, 0.06], [0.07, 0.42, 0.10], [-0.22, -0.04, -0.27], [0.01, 0.02, -0.05], [-0.20, 0.10, -0.11], [0.05, 0.03, 0.00], [-0.02, 0.31, 0.60], [-0.42, 0.31, -0.46], [0.13, 0.13, -0.01], [-0.19, 0.01, -0.01], [0.58, 0.71, -0.25], [-0.11, -0.01, -0.01], [0.52, -0.56, 0.14], [0.00, -0.05, 0.06], [-0.01, -0.12, 0.01], [-0.11, -0.13, 0.02], [-0.35, -0.13, 0.16], [0.02, -0.04, 0.01], [0.17, -0.06, -0.21], [-0.02, 0.11, 0.00], [0.03, 0.02, 0.18], [0.21, 0.39, 0.00], [0.02, 0.17, 0.06], [-0.04, -0.05, 0.00], [0.10, -0.06, 0.00], [0.01, -0.10, -0.05], [-0.04, 0.05, -0.03], [0.07, 0.14, -0.17], [-0.01, 0.16, 0.00], [-0.06, 0.01, 0.07], [-0.14, 0.02, -0.27], [-0.01, -0.03, 0.02], [0.35, -0.42, 0.30], [-0.01, -0.22, -0.10]]}